## P
# C5H11ClN

C5H11ClN as an isolated structure (ωB97M-V/def2-TZVPD, the Open Molecules 2025 dataset).

The spin multiplicity is 1. As for the charge: +1. For the HOMO-LUMO gap (spin up / spin down), the calculation gives 8.63 / 8.23 eV.

Each line ends with the Löwdin charge.
Atoms and positions in Å:
C 1.34676 0.04341 -1.76802  -0.23
C 1.13818 -0.12605 -0.49275  -0.46
C 2.66294 0.01670 -2.45697  -0.08
C -2.55585 0.70062 0.87775  -0.07
C -1.72143 -0.48312 1.13896  -0.14
N -0.73436 -0.48056 2.15922  0.09
Cl 1.85509 -0.16979 1.00674  0.85
H 0.54945 0.14772 -2.55796  0.14
H 3.16622 1.08266 -2.64319  0.16
H 3.28427 -0.51130 -1.86054  0.04
H 2.52183 -0.42712 -3.34793  0.04
H -3.65295 0.49094 0.75375  0.11
H -2.69217 1.12016 1.84387  0.07
H -2.29786 1.26873 -0.03999  0.11
H -1.56788 -1.12310 0.37620  0.07
H -0.98802 0.41808 2.57987  0.16
H 0.44576 -0.60089 1.83293  0.02
H -0.75998 -1.36710 2.59805  0.14



## Q
# C5H11ClN

A 2-piece molecular cluster, C5H11ClN overall (ωB97M-V/def2-TZVPD, the Open Molecules 2025 dataset).

The spin multiplicity is 1. As for the charge: +1. For the HOMO-LUMO gap, the calculation gives 10.47 eV.

Each line ends with the Löwdin charge.
Atoms and positions in Å:
C -0.00573 0.79324 1.10069  -0.02
C 0.22667 0.93098 -0.37422  -0.06
C -2.18917 0.12148 -0.01790  0.08
C -0.14966 -1.50229 0.13930  0.00
C 2.28848 0.40714 -0.92159  -0.46
N -0.64837 -0.09901 0.04787  -0.27
Cl 3.19103 -0.30762 0.30018  0.70
H 0.84631 0.33344 1.63272  0.10
H -0.56905 1.53593 1.63134  0.13
H -0.18279 1.69803 -0.94325  0.11
H -2.20115 1.16118 0.16747  0.08
H -2.49645 -0.13314 -0.99567  0.09
H -2.69612 -0.42042 0.82473  0.13
H 0.78049 -1.42987 0.62434  0.03
H -0.92603 -2.27440 0.47615  0.14
H 0.05240 -2.02415 -0.82995  0.12
H 2.68487 1.38938 -1.05439  0.03
H 1.99428 -0.17991 -1.80783  0.06



Which of them is most stable? Easy: Q.



## P
# C4H10N2O2

C4H10N2O2 as an isolated structure (ωB97M-V/def2-TZVPD, the Open Molecules 2025 dataset).

The spin multiplicity is 1. For the HOMO-LUMO gap, the calculation gives 8.77 eV.

Each line ends with the Löwdin charge.
Atoms and positions in Å:
C -1.18386 -0.45585 -0.40990  -0.61
C -0.29840 1.79095 -0.15038  0.00
C 1.29349 -0.43692 1.84942  -0.01
N -0.22427 0.34333 0.05769  -0.01
C 1.09221 -0.21463 0.38815  -0.43
O -1.16618 -1.74206 -0.22533  -0.06
O -2.33820 0.16029 -0.65040  0.13
N 1.93688 -0.50189 -0.49033  0.20
H -0.68509 -1.96187 -1.32106  0.05
H -2.73504 -0.20600 -1.45262  0.14
H -0.33036 -1.35370 -2.20715  0.01
H 1.56680 -0.37864 -1.44061  0.04
H 0.55259 2.24398 0.35370  0.10
H -0.26127 2.02621 -1.21707  0.10
H -1.21664 2.18918 0.27919  0.09
H 2.33603 -0.68505 2.03162  0.08
H 0.65796 -1.26132 2.18033  0.09
H 1.00334 0.44398 2.42475  0.08



## Q
# C4H10N2O2

A 3-piece molecular cluster, C4H10N2O2 overall (ωB97M-V/def2-TZVPD, the Open Molecules 2025 dataset).

The spin multiplicity is 1. The SMILES is Cc1c[nH]cn1.O.O. For the HOMO-LUMO gap, the calculation gives 9.20 eV.

Each line ends with the Löwdin charge.
Atoms and positions in Å:
C -0.72575 -2.46789 1.70383  -0.06
C -0.68678 -1.36686 0.70785  -0.38
C -1.41140 -1.23870 -0.45452  -0.07
N -0.92469 -0.07712 -1.01585  0.04
C -0.07709 0.51616 -0.13097  -0.19
N 0.09118 -0.27259 0.91533  0.09
H -1.11002 -2.19533 2.69009  0.07
H -1.33815 -3.28648 1.32473  0.07
H 0.24357 -2.90263 1.95802  0.07
H -1.69933 -2.10322 -1.01112  0.11
H -1.47542 0.47689 -1.65406  0.14
H 0.56511 1.35675 -0.32534  0.06
O 0.21964 2.59489 -2.58320  -0.06
H 0.23862 2.65092 -1.62300  0.01
H 0.86751 3.21656 -2.92757  0.04
O 2.21992 1.89758 0.49774  -0.08
H 2.94484 1.25711 0.47739  0.06
H 2.05823 1.94396 1.45067  0.06



## R
# C4H10N2O2

One molecule with the formula C4H10N2O2 (ωB97M-V/def2-TZVPD, the Open Molecules 2025 dataset).

The spin multiplicity is 1. The SMILES is C[C@H](CO)NC(N)=O. For the HOMO-LUMO gap, the calculation gives 10.46 eV.

Each line ends with the Löwdin charge.
Atoms and positions in Å:
C -2.08736 0.62967 0.07719  -0.04
C -0.62615 0.47226 0.60911  -0.31
C -0.07342 1.83339 0.94677  -0.28
O 1.08972 1.95024 1.70073  -0.05
N 0.20727 -0.04802 -0.53424  0.05
C 0.41330 -1.35137 -0.78062  -0.63
N 1.14801 -1.64745 -1.93952  0.14
O -0.02162 -2.25712 -0.07863  0.03
H -2.78303 1.00790 0.82913  0.07
H -1.94835 1.41631 -0.63049  0.06
H -2.52306 -0.29907 -0.37643  0.10
H -0.41940 -0.42837 1.20501  0.14
H 0.13280 2.47504 0.05861  0.14
H -0.95948 2.30857 1.43433  0.12
H 1.24609 1.15400 2.25874  0.11
H 0.18007 0.56965 -1.37061  0.15
H 1.51186 -2.58168 -1.87649  0.10
H 1.67728 -0.87783 -2.31269  0.09



Which of them is most stable? Easy: R.



## P
# C5H14N2O

A 3-piece molecular cluster, C5H14N2O overall (ωB97M-V/def2-TZVPD, the Open Molecules 2025 dataset).

The spin multiplicity is 1. For the HOMO-LUMO gap, the calculation gives 5.03 eV.

Each line ends with the Löwdin charge.
Atoms and positions in Å:
C -1.11198 1.00373 0.55815  -0.10
C 1.23299 -1.07060 0.34933  -0.24
C -1.45712 0.77524 2.02484  -0.07
C 1.20599 -2.58856 0.48577  -0.19
N -1.47156 2.16717 0.02159  0.16
H -0.73046 0.05463 0.22171  0.06
H -1.57250 2.97922 0.61463  0.12
H -1.31164 2.38242 -0.98878  0.08
H 0.85465 -0.69395 1.30411  0.03
H 2.19400 -0.78767 -0.09792  0.06
H -1.40642 -0.30559 2.25193  0.12
H -2.12038 0.67392 2.90968  0.13
H -1.61616 1.84816 2.27329  0.13
H 1.91353 -2.96252 1.23359  0.05
H 1.46642 -3.04400 -0.47463  0.06
H 0.26887 -2.93058 0.93745  0.05
N 0.74110 0.16333 -2.78538  0.04
C 0.24903 0.89584 -1.74606  -0.47
O -0.11373 2.01422 -2.18151  -0.18
H 0.89907 0.46810 -3.73803  0.08
H 1.11730 -0.75232 -2.59203  0.06
H 0.76901 -0.29018 -0.58174  0.04



## Q
# C5H14N2O

One molecule with the formula C5H14N2O (ωB97M-V/def2-TZVPD, the Open Molecules 2025 dataset).

The spin multiplicity is 1. The SMILES is CC[C@H](ON)N(C)C. For the HOMO-LUMO gap, the calculation gives 9.01 eV.

Each line ends with the Löwdin charge.
Atoms and positions in Å:
C -2.01331 1.09416 1.06604  -0.10
C -0.93401 1.38479 0.02865  -0.20
C 0.40168 0.70354 0.35007  -0.43
O 1.44036 1.16500 -0.47094  -0.14
N 1.20948 0.45024 -1.92193  0.13
N 0.33745 -0.74074 0.34357  -0.24
C -0.51512 -1.53181 -0.50350  -0.11
C 1.53739 -1.42775 0.76621  -0.09
H -2.24750 0.03305 1.10393  0.06
H -1.67797 1.39697 2.05697  0.07
H -2.92307 1.64562 0.83320  0.07
H -0.72493 2.45668 0.00450  0.11
H -1.25775 1.10137 -0.97418  0.10
H 0.72191 0.99292 1.36613  0.15
H 2.13713 0.04764 -2.07713  0.07
H 1.16270 1.33266 -2.43368  0.07
H -1.38737 -0.97767 -0.83285  0.07
H -0.83830 -2.41810 0.04723  0.08
H 0.02923 -1.86581 -1.39269  0.07
H 2.16687 -0.76263 1.35375  0.09
H 1.25679 -2.28959 1.37782  0.08
H 2.11835 -1.79054 -0.09118  0.08



Which of them is most stable? Easy: Q.



## P
# C5H14N2O

A 2-piece molecular cluster, C5H14N2O overall (ωB97M-V/def2-TZVPD, the Open Molecules 2025 dataset).

The spin multiplicity is 1. The SMILES is CNC(C)=O.CCN. For the HOMO-LUMO gap, the calculation gives 10.14 eV.

Each line ends with the Löwdin charge.
Atoms and positions in Å:
C 1.03742 -1.33513 1.94616  -0.09
N 1.54953 -0.11057 1.37761  0.00
C 0.91720 1.08843 1.23591  -0.56
C -0.41283 1.28668 1.90972  -0.01
O 1.43093 1.96824 0.54848  0.01
H 1.75807 -1.69606 2.68386  0.08
H 0.06078 -1.20314 2.41273  0.08
H 0.95420 -2.06997 1.14101  0.08
H 2.42025 -0.16318 0.86146  0.14
H -1.19777 0.79899 1.32653  0.08
H -0.62813 2.35785 1.96923  0.09
H -0.39978 0.89575 2.92978  0.08
C -1.56187 0.46029 -2.04554  -0.12
C -0.74069 -0.75451 -1.65031  -0.36
N 0.54877 -0.76932 -2.32880  -0.02
H -2.48314 0.49956 -1.45545  0.07
H -1.01104 1.39050 -1.86983  0.07
H -1.83927 0.41950 -3.10400  0.07
H -1.28905 -1.67090 -1.89009  0.10
H -0.57556 -0.75313 -0.57035  0.07
H 1.05986 0.08395 -2.09109  0.06
H 0.40211 -0.72382 -3.33705  0.06



## Q
# C5H14N2O

A 2-piece molecular cluster, C5H14N2O overall (ωB97M-V/def2-TZVPD, the Open Molecules 2025 dataset).

The spin multiplicity is 1. The SMILES is CNN(C)C.CC=O. For the HOMO-LUMO gap, the calculation gives 8.94 eV.

Each line ends with the Löwdin charge.
Atoms and positions in Å:
C -1.91538 0.39608 -0.23343  -0.14
N -0.54636 0.73451 -0.57705  -0.09
N 0.35478 -0.35413 -1.13890  -0.25
C -0.17387 -1.70804 -0.96848  -0.12
C 0.64626 -0.09615 -2.55000  -0.12
H -1.97460 -0.22769 0.66310  0.06
H -2.42749 -0.14552 -1.03566  0.07
H -2.48446 1.31425 -0.05684  0.08
H -0.12667 1.47903 -0.02707  0.09
H 0.57206 -2.44029 -1.30168  0.09
H -1.09219 -1.88391 -1.54254  0.07
H -0.38247 -1.92069 0.08465  0.07
H 1.39015 -0.81110 -2.92200  0.08
H -0.24969 -0.17576 -3.17845  0.08
H 1.07013 0.90550 -2.68328  0.07
C 1.22060 1.29094 2.71839  -0.06
C 0.76166 -0.00347 2.10492  -0.32
O -0.16283 -0.66753 2.58734  0.00
H 0.39735 1.74950 3.27166  0.08
H 1.54952 1.96960 1.92764  0.07
H 2.05507 1.09217 3.39406  0.09
H 1.51842 -0.49731 1.46364  0.11



## R
# C5H14N2O

A 2-piece molecular cluster, C5H14N2O overall (ωB97M-V/def2-TZVPD, the Open Molecules 2025 dataset).

The spin multiplicity is 1. The SMILES is CC(=O)C(C)(N)N.C. For the HOMO-LUMO gap, the calculation gives 9.62 eV.

Each line ends with the Löwdin charge.
Atoms and positions in Å:
C 1.30793 1.44751 -0.42124  -0.01
C 0.71747 0.37376 0.45979  -0.36
O 1.41569 -0.18065 1.31740  0.05
C -0.88103 0.34219 0.59734  -0.61
C -1.64148 0.36857 -0.72179  -0.04
N -1.26437 1.45187 1.43973  0.07
N -1.25224 -0.84376 1.34125  0.06
H 2.29620 1.11961 -0.75595  0.09
H 0.69720 1.62261 -1.30672  0.07
H 1.40366 2.37388 0.14908  0.10
H -2.72168 0.25084 -0.56803  0.08
H -1.49777 1.31341 -1.25559  0.07
H -1.31575 -0.44328 -1.38137  0.08
H -2.27264 1.46479 1.56296  0.08
H -0.84917 1.32579 2.36031  0.09
H -0.49625 -1.06171 1.99471  0.07
H -2.08576 -0.67529 1.89135  0.07
C 1.69136 -2.05023 -1.35060  -0.03
H 0.80023 -1.36753 -1.25996  0.01
H 2.54241 -1.61952 -0.81883  0.02
H 1.41165 -2.99827 -0.88742  0.03
H 1.99433 -2.21459 -2.38641  0.02



Which of them is most stable? Easy: P.



## P
# C5H14N2O

One molecule with the formula C5H14N2O (ωB97M-V/def2-TZVPD, the Open Molecules 2025 dataset).

The spin multiplicity is 1. The SMILES is C[C@H](O)[C@H](C)NCN. For the HOMO-LUMO gap, the calculation gives 10.18 eV.

Each line ends with the Löwdin charge.
Atoms and positions in Å:
C -2.02917 -1.17376 0.55638  -0.04
C -1.20444 -0.00071 1.10064  -0.37
O -2.05093 1.13231 1.34340  -0.07
C -0.04525 0.61436 0.16735  -0.34
C -0.66869 1.00154 -1.21947  -0.05
N 1.01246 -0.38967 0.21465  -0.03
C 2.23129 0.23301 -0.44938  -0.28
N 3.13107 -0.93553 -0.52774  -0.01
H -1.65185 -2.12888 0.28394  0.06
H -2.58619 -1.49479 1.45318  0.08
H -2.68088 -0.77122 -0.21340  0.08
H -0.78294 -0.24499 2.07789  0.13
H -2.96864 0.91035 1.55575  0.09
H 0.29495 1.49471 0.69658  0.13
H -1.09425 0.21405 -1.83458  0.07
H -0.02749 1.56442 -1.89764  0.07
H -1.57575 1.50513 -0.90958  0.06
H 0.74723 -1.10983 -0.46028  0.10
H 2.02531 0.54715 -1.46888  0.10
H 2.61232 1.04610 0.17601  0.11
H 3.33700 -1.21460 0.41726  0.06
H 3.97483 -0.79916 -1.06206  0.05



## Q
# C5H14N2O

One molecule with the formula C5H14N2O (ωB97M-V/def2-TZVPD, the Open Molecules 2025 dataset).

The spin multiplicity is 1. The SMILES is CNC[C@H](N)CCO. For the HOMO-LUMO gap, the calculation gives 10.07 eV.

Each line ends with the Löwdin charge.
Atoms and positions in Å:
C 2.86995 -0.04721 1.21166  -0.11
N 1.77747 -0.15635 0.17639  -0.12
C 0.63797 0.73614 0.52428  -0.22
C -0.42512 0.47204 -0.51571  -0.37
N -0.67392 1.78570 -1.20670  0.02
C -1.74436 -0.13779 0.03119  -0.15
C -1.81267 -1.66093 -0.03594  -0.24
O -1.45478 -2.14808 -1.34558  -0.09
H 3.27370 0.95887 1.16209  0.07
H 2.41822 -0.27436 2.15168  0.06
H 3.64823 -0.75914 1.01414  0.06
H 2.23263 0.19374 -0.66438  0.10
H 0.34336 0.48038 1.55105  0.11
H 0.92459 1.83049 0.63823  0.13
H -0.07170 -0.17542 -1.32127  0.12
H -0.96368 1.72825 -2.16881  0.06
H -1.29197 2.37890 -0.67555  0.06
H -1.85312 0.15665 1.09292  0.11
H -2.60628 0.31717 -0.49909  0.12
H -1.11842 -2.23954 0.56870  0.11
H -2.81233 -2.03488 0.23601  0.11
H -1.29777 -1.40464 -1.92531  0.05



## R
# C5H14N2O

One molecule with the formula C5H14N2O (ωB97M-V/def2-TZVPD, the Open Molecules 2025 dataset).

The spin multiplicity is 1. The SMILES is C[C@H](O)CNCCN. For the HOMO-LUMO gap, the calculation gives 9.69 eV.

Each line ends with the Löwdin charge.
Atoms and positions in Å:
C -2.27269 0.82926 1.74006  -0.06
C -1.75603 0.76090 0.31195  -0.42
O -2.52598 -0.26142 -0.35825  -0.05
C -0.31795 0.26641 0.27410  -0.21
N 0.09526 0.12445 -1.11225  -0.07
C 1.51899 -0.04351 -1.31915  -0.24
C 2.25646 -1.11581 -0.48113  -0.27
N 3.01669 -0.48809 0.62020  -0.02
H -2.11323 -0.14798 2.20717  0.08
H -3.32115 1.12197 1.81622  0.08
H -1.59732 1.42866 2.37250  0.08
H -1.88117 1.72095 -0.19183  0.14
H -2.95380 0.14785 -1.12368  0.10
H -0.36574 -0.65770 0.80792  0.11
H 0.37455 0.98255 0.69718  0.12
H -0.39873 -0.62571 -1.57583  0.11
H 1.77888 -0.24392 -2.36128  0.11
H 2.01085 0.92044 -1.13523  0.11
H 2.99368 -1.61730 -1.10336  0.10
H 1.49092 -1.80195 -0.09041  0.10
H 2.44552 0.20754 1.07102  0.04
H 3.32844 -1.21726 1.25424  0.06



Which of them is most stable? Easy: R.